No. 1
Computed, not measured: a structure of composition C37H44Cl5Ge3MnN2O7SSe at a distorted geometry, with ωB97M-V with the def2-TZVPD basis set.

Geometry (Å):
Mn -0.3586 -0.8104 -0.3868
Cl -0.0911 -3.8084 2.5207
C -0.4745 -4.0127 0.8410
C -0.4072 -2.9341 -0.0379
C -0.6045 -3.2986 -1.3621
Cl -0.3473 -1.9531 -2.5015
C -0.9204 -4.5476 -1.8578
Cl -1.1646 -4.8072 -3.5440
C -1.0438 -5.5749 -0.9334
Cl -1.4443 -7.1553 -1.4622
C -0.8031 -5.3082 0.4158
Cl -0.9524 -6.5884 1.5532
O 0.3653 1.5202 3.0774
C -0.3089 1.0148 2.2076
O 0.0576 0.0397 1.4200
C -1.7329 1.4287 1.8707
C -2.7949 1.5768 2.7529
C -4.0777 1.6401 2.2226
C -4.3603 1.3760 0.8972
C -3.2736 1.1915 0.0659
C -1.9940 1.4005 0.5224
N -3.3630 0.5592 -1.2420
O -4.4051 0.4962 -1.8430
O -2.2916 0.0861 -1.6760
N -5.2166 1.8961 3.1390
O -6.3158 1.9879 2.6358
O -4.9625 2.0019 4.3152
H -2.6553 1.6304 3.8226
H -5.3787 1.2882 0.5427
H -1.1832 1.5124 -0.1837
C -0.4140 2.0840 -5.7549
Ge -1.3023 1.3096 -4.1714
C -2.1701 2.8224 -3.3082
C -2.0982 -0.3251 -4.8093
Ge 1.0136 1.0888 -3.2126
C 2.2247 -0.3280 -3.7342
C 2.0724 -0.8646 -5.0146
C 2.8594 -1.9296 -5.4332
C 3.8034 -2.4710 -4.5726
C 3.9626 -1.9445 -3.2957
C 3.1739 -0.8823 -2.8778
C 2.0504 2.7147 -3.2676
C 3.3390 2.7098 -3.8011
C 4.0682 3.8898 -3.8766
C 3.5148 5.0817 -3.4229
C 2.2252 5.1001 -2.9040
C 1.4967 3.9212 -2.8308
H -1.1588 2.5898 -6.3755
H 0.0644 1.3170 -6.3674
H 0.3414 2.8213 -5.4753
H -3.2536 2.6929 -3.2838
H -1.9278 3.6995 -3.9060
H -1.8157 2.9721 -2.2883
H -2.7454 -0.0407 -5.6421
H -2.6858 -0.8428 -4.0557
H -1.3077 -0.9751 -5.1818
H 1.3371 -0.4502 -5.6978
H 2.7277 -2.3443 -6.4244
H 4.4156 -3.3041 -4.8934
H 4.6956 -2.3695 -2.6219
H 3.2920 -0.4920 -1.8750
H 3.7753 1.7849 -4.1594
H 5.0676 3.8782 -4.2929
H 4.0836 6.0007 -3.4862
H 1.7902 6.0307 -2.5619
H 0.4878 3.9430 -2.4296
C -1.0304 -2.6811 8.4268
Ge -1.1104 -1.5956 6.8174
C -2.1567 0.0385 7.0014
C 0.6510 -1.2191 6.0636
C -2.0334 -2.6636 5.4224
Se -2.0634 -1.5903 3.8075
C -3.3709 -2.5631 2.7457
H -0.5814 -2.1113 9.2425
H -0.4217 -3.5693 8.2568
H -2.0295 -2.9887 8.7361
H -1.9277 0.5577 7.9341
H -3.2249 -0.1813 6.9860
H -1.9182 0.7080 6.1738
H 1.1986 -0.5040 6.6815
H 0.5351 -0.7856 5.0677
H 1.2452 -2.1317 5.9844
H -3.0596 -2.8926 5.7097
H -1.4997 -3.5917 5.2080
H -4.3580 -2.4896 3.1966
H -3.0780 -3.6097 2.6678
H -3.3759 -2.1128 1.7529
O 1.2597 0.7193 -1.0698
S 1.8794 1.5260 0.1522
C 2.8010 0.2903 1.1287
C 4.2937 0.5159 0.9129
C 4.4626 1.9926 0.5632
C 3.4002 2.2866 -0.4856
H 2.4274 -0.6827 0.8203
H 2.4868 0.4642 2.1579
H 4.6686 -0.1067 0.0981
H 4.8492 0.2545 1.8119
H 5.4572 2.2113 0.1769
H 4.3000 2.6127 1.4484
H 3.6125 1.8102 -1.4384
H 3.2114 3.3469 -0.6460

Properties
multiplicity	6
lowest unoccupied orbital energy (alpha / beta)	-4.2 / -4.2	eV
highest occupied orbital energy (alpha / beta)	-9.6 / -9.6	eV
molecular weight	1189.83	g/mol
ΔE to the lowest compared entry with this formula, charge and spin	2.403	eV
charge	+1

Here are the Löwdin charges for atoms 1 to 8, given in e: 0.78, 0.67, -0.68, -0.21, -0.62, 0.77, -0.71, 0.70

***

No. 2
Computed, not measured: a cluster of 2 separate species, C3H9NO2 in total at a distorted geometry, with ωB97M-V with the def2-TZVPD basis set.

Geometry (Å):
C 1.1337 1.8995 0.0038
N 0.5475 0.6010 0.0369
C 1.3372 -0.5000 0.0271
C 0.6074 -1.8261 0.0515
O 2.5887 -0.3531 -0.0908
H 2.1983 1.7287 -0.1185
H 0.7802 2.5389 -0.8894
H 1.1217 2.4355 1.0617
H -0.4266 0.4986 -0.1819
H -0.4816 -1.8212 0.2048
H 1.1449 -2.2006 0.9754
H 0.7799 -2.3612 -0.9466
O -4.6930 -0.0499 -0.0467
H -5.1279 0.6085 0.8440
H -5.4577 0.1489 -0.6026

Properties
structure (SMILES)	CNC(C)=O.O
multiplicity	1
lowest unoccupied orbital energy	0.4	eV
highest occupied orbital energy	-9.5	eV
molecular weight	91.11	g/mol
ΔE to the lowest compared entry with this formula, charge and spin	2.182	eV

Here are the Löwdin charges for atoms 1 to 8, given in e: -0.11, -0.03, -0.53, -0.01, -0.02, 0.06, 0.11, 0.12

***

No. 3
Computed, not measured: a structure of composition C51H57AsN2O2ReSTe, with ωB97M-V with the def2-TZVPD basis set.

Geometry (Å):
Re 0.3804 0.4539 -0.4129
C -2.3660 -0.4966 0.3242
C -1.0571 -1.1728 0.1871
C -0.5448 -1.2344 1.5677
C -1.3791 -0.5069 2.3815
C -2.5229 -0.0753 1.6111
C -3.7004 0.6818 2.1449
C -1.2226 -0.3004 3.8552
C 0.5453 -2.1459 2.0352
C -0.9740 -2.4363 -0.6513
C -3.3932 -0.3363 -0.7460
H -4.6075 0.0703 2.1303
H -3.9126 1.5708 1.5479
H -3.5475 0.9964 3.1793
H -1.9438 -0.8984 4.4200
H -1.3852 0.7414 4.1359
H -0.2252 -0.5801 4.1934
H 0.1182 -3.0938 2.3788
H 1.1019 -1.7249 2.8729
H 1.2566 -2.3664 1.2427
H -1.6559 -3.2003 -0.2625
H 0.0322 -2.8579 -0.6391
H -1.2289 -2.2552 -1.6952
H -4.3697 -0.6679 -0.3811
H -3.1499 -0.9156 -1.6329
H -3.4937 0.7065 -1.0607
O -1.0979 1.9855 -0.1971
As -1.0721 3.6142 0.2645
C -0.4249 4.9099 -0.9933
C -0.3553 4.5738 -2.3379
C 0.1011 5.5076 -3.2535
C 0.4806 6.7726 -2.8273
C 0.3837 7.1128 -1.4871
C -0.0728 6.1830 -0.5638
C -2.9481 4.0003 0.3731
C -3.7286 3.5591 -0.6923
C -5.0915 3.8048 -0.6949
C -5.6742 4.4917 0.3629
C -4.8927 4.9449 1.4145
C -3.5249 4.7037 1.4203
C -0.3493 3.8823 2.0108
C -1.0387 3.2755 3.0552
C -0.5576 3.3883 4.3508
C 0.6059 4.1034 4.5953
C 1.2993 4.6933 3.5473
C 0.8304 4.5788 2.2479
H -0.6408 3.5881 -2.6740
H 0.1659 5.2397 -4.2999
H 0.8487 7.4966 -3.5426
H 0.6638 8.1037 -1.1548
H -0.1623 6.4635 0.4787
H -3.2747 3.0080 -1.5085
H -5.6996 3.4541 -1.5180
H -6.7404 4.6755 0.3650
H -5.3455 5.4851 2.2352
H -2.9199 5.0617 2.2448
H -1.9406 2.7051 2.8568
H -1.0864 2.9102 5.1651
H 0.9827 4.1892 5.6060
H 2.2211 5.2270 3.7367
H 1.4035 4.9867 1.4258
C 3.6157 -0.6997 3.1533
C 3.3803 0.5836 2.3438
C 1.9615 1.0926 2.5620
C 3.9023 0.3186 0.9347
C 5.2401 0.6500 0.7239
C 5.9594 0.1628 -0.3529
C 5.3473 -0.7452 -1.1983
C 4.0035 -1.0737 -1.0594
C 3.4575 -2.1918 -1.9245
C 3.1419 -3.4224 -1.0689
C 2.2757 -1.8244 -2.8085
C 3.2588 -0.4424 -0.0545
O 1.9101 -0.6793 0.0063
H 3.3003 -0.5690 4.1911
H 4.6702 -0.9777 3.1434
H 3.0517 -1.5281 2.7228
H 4.0492 1.3467 2.7553
H 1.2085 0.3768 2.2331
H 1.7960 2.0397 2.0577
H 1.8017 1.2538 3.6320
H 5.7339 1.2737 1.4606
H 6.9954 0.4411 -0.4950
H 5.9146 -1.2136 -1.9947
H 4.2814 -2.4597 -2.5945
H 2.3135 -3.2061 -0.3921
H 4.0026 -3.7206 -0.4684
H 2.8521 -4.2652 -1.7002
H 1.3507 -1.7566 -2.2374
H 2.1307 -2.5863 -3.5781
H 2.4394 -0.8620 -3.2895
C 5.0194 5.2478 -3.1027
C 4.3380 3.9176 -2.9882
C 4.5849 2.8752 -3.8747
C 3.8792 1.7054 -3.6674
N 3.0029 1.5555 -2.6829
C 2.8500 2.6034 -1.8788
S 1.7420 2.4949 -0.5259
N 3.4742 3.7799 -1.9867
H 5.6874 5.2871 -3.9618
H 5.5924 5.4459 -2.1967
H 4.2717 6.0361 -3.1935
H 5.2950 2.9735 -4.6831
H 4.0184 0.8468 -4.3183
Te -0.5364 0.7948 -2.8834
C -0.3479 -0.8125 -4.2479
C 0.5908 -0.7256 -5.2722
C 0.6251 -1.6795 -6.2790
C -0.2831 -2.7282 -6.2765
C -1.2386 -2.8073 -5.2746
C -1.2786 -1.8471 -4.2724
H 1.2991 0.0931 -5.2812
H 1.3649 -1.6025 -7.0659
H -0.2538 -3.4753 -7.0592
H -1.9625 -3.6123 -5.2746
H -2.0466 -1.9048 -3.5136

Properties
multiplicity	4
lowest unoccupied orbital energy (alpha / beta)	-0.3 / -0.2	eV
highest occupied orbital energy (alpha / beta)	-6.6 / -6.8	eV
molecular weight	1150.82	g/mol
ΔE to the lowest compared entry with this formula, charge and spin	0.000	eV

Here are the Löwdin charges for atoms 1 to 8, given in e: 1.17, -0.27, -0.44, -0.29, -0.20, -0.22, -0.03, -0.03